Record 1
DFT (ωB97M-V/def2-TZVPD) results for an isolated ion of composition C3H6BrClN3 and charge +1 at a distorted geometry.

Values from the calculation:
- highest occupied orbital energy (eV) = -13.47
- gap between HOMO and LUMO (eV) = 8.757
- 2S+1 = 1
- total charge = +1
- ΔE to the lowest compared entry with this formula, charge and spin (eV) = 1.390

CARTESIAN COORDINATES (ANGSTROEM)
C: -0.79683 1.48161 -0.92380
C: -0.75863 -0.48223 0.50963
C: 1.68377 -0.73126 0.40325
N: -1.67744 0.47682 0.02594
N: 0.55645 0.15265 0.26720
N: 0.42593 1.10827 -0.66102
Cl: -1.01641 -2.09686 -0.37695
Br: -3.49925 0.37180 0.15261
H: -1.32077 2.26489 -1.40295
H: -0.74811 -0.76583 1.65143
H: 1.43127 -1.41629 1.31067
H: 1.65109 -1.48239 -0.51652
H: 2.71931 -0.36170 0.60471
H: 1.34964 1.48054 -1.04421

Cartesian forces (eV/Å) of the 2 atoms listed first:
-2.0 -5.0 4.5
0.7 -0.6 1.7

Record 2
DFT (ωB97M-V/def2-TZVPD) results for C30H43F5P2RuS as an isolated structure at a distorted geometry.

Values from the calculation:
- highest occupied orbital energy (spin up / spin down) (eV) = -13.10 / -13.32
- gap between HOMO and LUMO (spin up / spin down) (eV) = 6.073 / 5.267
- 2S+1 = 5
- total charge = +2
- ΔE to the lowest compared entry with this formula, charge and spin (eV) = 0.000

CARTESIAN COORDINATES (ANGSTROEM)
Ru: -2.28658 1.14162 -3.23916
C: -1.35243 0.92378 1.32680
C: -1.99175 -0.33642 1.13749
C: 0.25428 -0.71915 1.52952
C: 0.03197 0.68547 1.53869
C: -1.00464 -1.35174 1.25735
C: -1.93166 2.29368 1.38896
H: -2.94355 2.34651 0.97786
H: -1.29786 3.01072 0.83774
H: -1.97208 2.64848 2.43860
C: 1.04152 1.70805 1.83554
H: 0.78135 2.69536 1.43463
H: 2.02681 1.45101 1.43129
H: 1.14096 1.81831 2.92538
C: 1.53669 -1.38399 1.84348
H: 1.72573 -1.35767 2.93293
H: 2.38046 -0.87348 1.34251
H: 1.54081 -2.44456 1.54963
C: -1.23370 -2.81516 1.20109
H: -1.25911 -3.24278 2.21776
H: -0.43326 -3.33429 0.64977
H: -2.18804 -3.06717 0.71942
C: -3.43180 -0.62237 0.92262
H: -3.92306 -0.99928 1.83704
H: -3.56063 -1.40250 0.15119
H: -3.99989 0.25660 0.59263
C: -1.53685 2.53524 -4.89036
C: -2.82467 2.75588 -4.14477
C: -4.17948 2.51731 -4.75391
C: -4.61381 1.02685 -4.91282
C: -3.65573 0.08988 -4.25557
C: -2.32594 -0.15289 -4.75705
C: -1.79966 0.30329 -6.08841
C: -1.71625 1.82975 -6.23772
H: -4.31826 3.03730 -5.70396
H: -4.77840 0.73481 -5.96175
H: -4.86079 2.95801 -4.01915
H: -2.62786 2.19237 -6.72917
H: -1.06219 3.52535 -5.04041
H: -2.73215 3.66305 -3.53032
H: -0.90503 2.03702 -6.94906
H: -0.80986 -0.17570 -6.21398
H: -1.94194 -1.11581 -4.46305
H: -2.41174 -0.10525 -6.90711
H: -5.56071 0.89476 -4.37827
H: -4.11108 -0.77536 -3.76391
P: -0.12552 1.93048 -3.55352
P: 0.15356 -1.10032 -2.24629
C: 1.07415 0.76392 -4.32334
C: 0.86162 -0.72860 -3.95562
H: 2.11460 1.06012 -4.06503
H: 0.95796 0.89449 -5.41132
H: 0.23025 -1.23924 -4.69577
H: 1.83685 -1.22639 -3.94836
C: 1.31604 -2.36899 -1.65625
H: 1.19275 -2.43542 -0.56448
H: 2.34713 -2.09354 -1.90908
H: 1.04182 -3.32490 -2.12784
C: -1.29044 -2.27279 -2.42534
H: -1.31979 -2.68387 -3.44522
H: -2.23432 -1.74403 -2.19459
H: -1.16603 -3.10802 -1.71739
C: 0.28555 3.44026 -2.65530
H: -0.31004 3.39878 -1.74167
H: -0.05008 4.28601 -3.25969
H: 1.34855 3.56207 -2.39382
C: -3.37196 1.90716 -1.67314
H: -3.19814 1.19031 -0.86873
H: -4.44058 2.01617 -1.87257
H: -3.02907 2.90148 -1.34477
F: 6.92624 -2.29036 0.15526
C: 6.00828 -1.39532 -0.24852
C: 5.40907 -1.51393 -1.50486
F: 5.78911 -2.49969 -2.34746
C: 4.36495 -0.66648 -1.84444
F: 3.90971 -0.69313 -3.13179
C: 3.79394 0.26544 -0.94068
S: 2.36758 1.10821 -1.27912
C: 4.53071 0.43870 0.26132
F: 4.24032 1.51175 1.04289
C: 5.58756 -0.38430 0.61855
F: 6.18428 -0.24947 1.82178

Cartesian forces (eV/Å) of the 2 atoms listed first:
3.2 2.3 2.5
0.0 0.3 0.0

Record 3
DFT (ωB97M-V/def2-TZVPD) results for C54H48Cl4CuF6N9O20S2 as an isolated structure at a distorted geometry.

Values from the calculation:
- highest occupied orbital energy (spin up / spin down) (eV) = -10.86 / -10.86
- gap between HOMO and LUMO (spin up / spin down) (eV) = 6.720 / 3.704
- 2S+1 = 2
- total charge = +1
- ΔE to the lowest compared entry with this formula, charge and spin (eV) = 0.000

CARTESIAN COORDINATES (ANGSTROEM)
Cu: -1.92886 -2.28871 -0.50035
C: 2.23800 -1.04505 0.02120
F: 3.23300 -0.57173 0.72236
F: 2.27338 -0.59391 -1.21845
F: 2.26127 -2.36884 0.02645
S: 0.57130 -0.51165 0.81332
O: 0.20477 -1.56769 1.72937
O: 0.71059 0.74985 1.48752
N: -0.65057 -0.66639 -0.45099
S: -0.75355 0.74380 -1.22328
O: 0.46864 1.48204 -1.24215
O: -1.38326 0.57679 -2.53004
C: -1.99361 1.80164 -0.21621
F: -1.70915 3.05925 -0.39520
F: -3.23281 1.54039 -0.59385
F: -1.90126 1.45093 1.06237
Cl: -0.05767 5.14250 0.87585
C: -1.49564 5.09957 1.95749
C: -2.59295 6.08220 1.58359
Cl: -1.94900 7.75947 1.73941
H: -1.19309 5.33967 2.97533
H: -1.92865 4.10063 2.01023
H: -3.45189 5.96156 2.23914
H: -2.91674 5.98343 0.55028
Cl: 3.98260 -1.91447 -5.21633
C: 4.03621 -2.62644 -3.58315
C: 5.34532 -2.52994 -2.81625
Cl: 6.66954 -3.30468 -3.65065
H: 3.73737 -3.66704 -3.70849
H: 3.22818 -2.18903 -3.00440
H: 5.13129 -3.05373 -1.88295
H: 5.58708 -1.49346 -2.59030
C: 3.27687 3.71171 -1.45961
C: 2.90671 2.81267 -0.45351
C: 3.17292 3.04596 0.87754
C: 3.77486 4.23261 1.27778
C: 4.23930 5.12333 0.30649
C: 3.88277 4.88860 -1.01234
N: 4.21464 4.43267 2.64614
O: 3.80594 3.63093 3.47927
O: 5.01400 5.30319 2.93124
H: 2.95885 3.56266 -2.47947
H: 2.31940 1.93438 -0.68941
H: 2.87605 2.25718 1.55686
H: 4.70905 6.05254 0.59315
H: 4.12139 5.62011 -1.77606
C: 2.33286 -4.97342 5.62899
C: 1.31216 -4.21412 5.07665
C: 1.62391 -2.97914 4.50781
C: 2.94883 -2.57852 4.49368
C: 3.95518 -3.32000 5.05900
C: 3.62556 -4.53097 5.68149
N: 3.26085 -1.34359 3.73109
O: 4.41149 -1.16720 3.40971
O: 2.36122 -0.54646 3.56766
H: 1.98546 -5.88621 6.10340
H: 0.25932 -4.45856 5.12497
H: 0.85180 -2.39435 4.02650
H: 4.96842 -2.94368 5.03220
H: 4.39894 -5.14243 6.12376
C: 0.96723 2.60592 4.83071
C: -0.21208 2.27589 4.20646
C: -1.43479 2.68730 4.70776
C: -1.41199 3.51754 5.83397
C: -0.22636 3.95789 6.39728
C: 0.97910 3.46261 5.91643
N: -2.68832 3.78862 6.51573
O: -3.65822 3.20368 6.03616
O: -2.74262 4.48047 7.50208
H: 1.88235 2.20681 4.41106
H: -0.20231 1.56429 3.38767
H: -2.37646 2.37137 4.28934
H: -0.24640 4.49662 7.33604
H: 1.96454 3.67678 6.30832
C: 1.74288 -7.37267 2.34603
C: 1.48795 -7.82245 1.07286
C: 1.09056 -6.91169 0.11205
C: 0.94836 -5.56573 0.45600
C: 1.08488 -5.11572 1.75725
C: 1.45096 -6.06694 2.71215
N: 0.71314 -4.58828 -0.61988
O: 0.00021 -3.62141 -0.33117
O: 1.22774 -4.75096 -1.68633
H: 2.07342 -8.07523 3.10128
H: 1.50398 -8.86112 0.77343
H: 0.84539 -7.23218 -0.89176
H: 0.82397 -4.11527 2.07617
H: 1.73213 -5.69682 3.68913
C: -6.33175 0.12768 -5.20273
C: -7.03441 -0.79799 -4.43139
C: -6.58501 -1.12410 -3.16669
C: -5.36195 -0.58026 -2.77123
C: -4.69599 0.37883 -3.51712
C: -5.19586 0.78300 -4.73863
N: -4.82993 -1.01525 -1.48423
O: -3.60547 -1.10326 -1.38201
O: -5.58428 -1.30808 -0.59680
H: -6.79106 0.39642 -6.14639
H: -7.82796 -1.35905 -4.90479
H: -7.10215 -1.80964 -2.51031
H: -3.75310 0.72729 -3.10498
H: -4.76462 1.57381 -5.33351
C: -1.47920 -0.46026 -7.18480
C: -2.50084 -0.79346 -6.31299
C: -2.20264 -1.30268 -5.05683
C: -0.88517 -1.55667 -4.69892
C: 0.16011 -1.23072 -5.56200
C: -0.17482 -0.69988 -6.78338
N: -0.57154 -2.13472 -3.38997
O: -1.52573 -2.45753 -2.67212
O: 0.57702 -2.26867 -3.08716
H: -1.58858 0.02381 -8.14560
H: -3.53649 -0.62193 -6.57470
H: -3.00998 -1.46519 -4.35572
H: 1.19433 -1.49519 -5.38648
H: 0.65510 -0.49593 -7.45090
C: -2.28250 -0.66161 6.07708
C: -3.48034 -0.02558 5.78281
C: -3.90156 0.01654 4.46333
C: -3.17232 -0.60784 3.48404
C: -2.00628 -1.31508 3.81287
C: -1.51154 -1.26757 5.09163
N: -3.62494 -0.61797 2.10838
O: -3.00147 -1.27467 1.26629
O: -4.54523 0.08960 1.81245
H: -1.86610 -0.54523 7.07111
H: -3.96686 0.53491 6.56661
H: -4.88300 0.44128 4.29031
H: -1.43265 -1.81533 3.04442
H: -0.52910 -1.65195 5.32470
C: -0.06176 3.06675 -7.36540
C: 1.28928 3.01289 -7.68651
C: 2.22943 2.57069 -6.77528
C: 1.80202 2.23020 -5.49175
C: 0.45413 2.31180 -5.14111
C: -0.46632 2.76639 -6.07396
N: 2.76426 1.88582 -4.44897
O: 2.37121 1.77927 -3.31047
O: 3.92060 1.72462 -4.77542
H: -0.77105 3.31145 -8.14475
H: 1.65616 3.25213 -8.67629
H: 3.27686 2.74498 -6.98017
H: 0.18873 2.19455 -4.09824
H: -1.52558 2.80840 -5.85745

Cartesian forces (eV/Å) of the 2 atoms listed first:
1.3 2.1 -0.5
-0.9 0.4 -0.4

Record 4
DFT (ωB97M-V/def2-TZVPD) results for a 5-piece molecular cluster, C29H24O12S overall at a distorted geometry.

Values from the calculation:
- highest occupied orbital energy (eV) = -10.05
- gap between HOMO and LUMO (eV) = 7.884
- 2S+1 = 1
- total charge = 0
- ΔE to the lowest compared entry with this formula, charge and spin (eV) = 4.279

CARTESIAN COORDINATES (ANGSTROEM)
O: -2.86279 1.61373 2.11250
C: -2.57135 0.42932 1.56872
C: -2.13023 -1.00881 2.29528
C: -0.81016 -1.28126 1.31371
C: 0.14825 -2.57261 1.63318
S: 1.92751 -2.22581 1.08442
O: 2.25328 -2.79347 -0.32805
O: 2.28243 -0.69602 1.09062
C: -1.61236 -1.17845 -0.11234
O: -2.48925 0.01439 0.13318
H: -3.02638 -1.69950 1.93955
H: -1.94077 -0.97466 3.45685
H: -0.27431 -0.24238 1.37501
H: -0.26226 -3.58177 1.14544
H: 0.13188 -2.78517 2.80753
H: 2.77658 -2.80503 2.08146
H: -1.01688 -1.00656 -1.10549
H: -2.44925 -2.00218 -0.32273
C: 4.29171 -2.21762 -4.08092
C: 3.12640 -1.80918 -3.56951
C: 1.93135 -1.64622 -4.42070
O: 0.86487 -1.27052 -3.95382
C: 2.07345 -1.95349 -5.85778
C: 3.23876 -2.36193 -6.36919
C: 4.43381 -2.52488 -5.51800
O: 5.50029 -2.90059 -5.98488
H: 5.17801 -2.34162 -3.47072
H: 3.00585 -1.58056 -2.51736
H: 1.18715 -1.82949 -6.46798
H: 3.35931 -2.59055 -7.42134
C: 0.11432 3.02889 4.07412
C: 0.69481 4.21199 4.29692
C: 2.02842 4.52650 3.74757
O: 2.56135 5.60837 3.95267
C: 2.69459 3.48419 2.94159
C: 2.11409 2.30110 2.71879
C: 0.78048 1.98658 3.26814
O: 0.24756 0.90471 3.06304
H: -0.86305 2.78182 4.47029
H: 0.21881 4.98719 4.88540
H: 3.67196 3.73126 2.54542
H: 2.59009 1.52589 2.13032
C: -0.86357 -5.49422 -1.97075
C: -1.00008 -6.75877 -2.38139
C: -2.11212 -7.60368 -1.90318
O: -2.23670 -8.76182 -2.27696
C: -3.06783 -6.99691 -0.95541
C: -2.93132 -5.73237 -0.54477
C: -1.81928 -4.88745 -1.02298
O: -1.69470 -3.72931 -0.64920
H: -0.05330 -4.86112 -2.31117
H: -0.30786 -7.21810 -3.07685
H: -3.87810 -7.63001 -0.61499
H: -3.62354 -5.27303 0.15068
C: -1.03518 5.85997 1.28981
C: -1.13957 6.29929 0.03187
C: -1.74049 7.61263 -0.27351
O: -1.83825 8.01466 -1.42474
C: -2.21981 8.42190 0.86453
C: -2.11542 7.98257 2.12247
C: -1.51450 6.66923 2.42785
O: -1.41674 6.26720 3.57908
H: -0.59774 4.89888 1.53109
H: -0.79205 5.71784 -0.81369
H: -2.65725 9.38298 0.62325
H: -2.46294 8.56402 2.96803

Cartesian forces (eV/Å) of the 2 atoms listed first:
1.6 -7.7 -4.3
0.1 2.2 1.6

Record 5
DFT (ωB97M-V/def2-TZVPD) results for a 2-piece molecular cluster, C4H12NO overall at a distorted geometry.

Values from the calculation:
- highest occupied orbital energy (spin up / spin down) (eV) = -16.19 / -16.19
- gap between HOMO and LUMO (spin up / spin down) (eV) = 1.075 / 1.436
- 2S+1 = 2
- total charge = +2
- ΔE to the lowest compared entry with this formula, charge and spin (eV) = 7.280

CARTESIAN COORDINATES (ANGSTROEM)
C: 0.62907 1.15075 -0.89359
C: 0.27902 1.07045 -2.54224
C: -0.70127 0.03091 -2.93194
C: -2.09893 0.10920 -2.16800
O: -1.90518 -0.13768 -0.92958
N: 0.65676 -0.07588 -0.32082
H: 1.59373 1.63218 -0.80193
H: 2.93178 -3.85024 14.18524
H: -0.05941 2.08602 -2.77187
H: 1.21780 0.92472 -3.05613
H: -0.35980 -0.95138 -2.64433
H: -0.85401 0.19697 -3.98617
H: -2.51951 1.13070 -2.30737
H: -2.86006 -0.56913 -2.57576
H: -0.16348 1.69321 -0.36255
H: 1.50093 -0.65767 -0.43018
H: -0.28077 -0.48694 -0.13825
H: 2.99335 -3.29618 14.67548

Cartesian forces (eV/Å) of the 2 atoms listed first:
0.8 -0.6 3.2
-1.6 0.5 -2.2

Record 6
DFT (ωB97M-V/def2-TZVPD) results for a 2-piece molecular cluster, C2HBrCl2O overall at a distorted geometry.

Values from the calculation:
- highest occupied orbital energy (eV) = -9.25
- gap between HOMO and LUMO (eV) = 7.842
- 2S+1 = 1
- total charge = 0
- ΔE to the lowest compared entry with this formula, charge and spin (eV) = 3.037

CARTESIAN COORDINATES (ANGSTROEM)
C: -0.71437 -1.18361 0.33940
C: 1.73277 -1.23505 -1.44473
O: -0.83119 -2.11296 1.04156
Cl: -0.41761 0.41794 0.97078
Cl: 2.78201 -2.55406 -1.37203
Br: 2.24643 0.39330 -0.83887
H: -0.59948 -0.96477 -0.72737

Cartesian forces (eV/Å) of the 2 atoms listed first:
0.6 1.0 -0.3
-1.3 -1.0 -0.8

What is the ΔE to the lowest compared entry with this formula, charge and spin in the first record? 1.390 eV

Number 3 is which compound? C54H48Cl4CuF6N9O20S2

Among the records above, which one has the highest ΔE to the lowest compared entry with this formula, charge and spin? C4H12NO